A molecular structure, C31H25AsClI2N3O6Pd at a distorted geometry. Source: OMol25; level of theory: the ωB97M-V functional and the def2-TZVPD basis.

CARTESIAN COORDINATES (ANGSTROEM)
Pd: 8.68852 13.46782 11.80075
O: 11.71052 15.61538 12.98588
Cl: 11.15912 14.34224 13.13890
O: 11.73564 13.45765 14.09293
O: 9.69611 14.57954 13.50276
O: 11.18806 13.64200 11.80950
I: 10.26297 18.38311 10.84354
C: 10.16270 16.85539 9.45717
C: 10.99946 16.80137 8.34796
C: 11.01218 15.66118 7.53032
I: 12.43742 15.65017 6.09709
C: 10.18538 14.47292 7.82248
C: 9.93905 13.41522 7.01559
C: 9.29337 12.25741 7.44555
C: 8.75597 12.30551 8.70801
N: 8.83878 13.43304 9.43731
C: 9.46794 14.53549 8.99902
C: 9.51648 15.65813 9.91946
O: 8.92288 15.52843 10.99273
H: 11.55231 17.61968 8.24195
H: 10.14987 13.33139 5.93417
H: 9.04707 11.64833 6.52328
H: 8.41327 11.44529 9.23477
O: 8.39308 11.29147 11.90943
As: 8.83145 10.24434 13.20828
C: 8.26875 10.74375 14.90615
C: 9.06998 11.48928 15.75994
C: 8.54226 11.88513 17.02804
C: 7.27697 11.42792 17.41855
C: 6.46976 10.71349 16.54747
C: 6.93724 10.43338 15.28047
C: 10.71947 10.14063 13.14243
C: 11.57734 9.66160 14.12368
C: 12.97641 9.83590 13.94536
C: 13.49469 10.27437 12.76092
C: 12.64188 10.68210 11.74506
C: 11.26191 10.63330 11.89751
C: 8.00243 8.52556 12.76240
C: 7.86078 7.55340 13.72536
C: 7.40373 6.30842 13.31558
C: 6.85788 6.01660 12.07317
C: 6.94700 7.00971 11.13924
C: 7.56575 8.26941 11.47143
H: 10.06396 11.71476 15.40540
H: 9.08752 12.59758 17.64917
H: 6.97142 11.71182 18.43201
H: 5.43363 10.41457 16.67690
H: 6.37250 9.92526 14.56489
H: 11.19381 9.15562 15.02076
H: 13.56244 9.54213 14.81689
H: 14.56056 10.47325 12.67496
H: 13.07186 10.98003 10.86194
H: 10.52048 11.12477 11.24427
H: 8.07521 7.77654 14.77256
H: 7.40348 5.51354 14.05921
H: 6.42181 5.09419 11.79935
H: 6.53671 6.91512 10.14353
H: 7.59522 9.11258 10.73165
C: 5.11839 12.37586 12.47436
C: 5.53798 13.77190 12.78450
N: 6.78270 14.29991 12.75012
C: 6.69409 15.54272 13.22043
C: 5.36096 15.90609 13.59122
N: 4.70171 14.74113 13.19861
H: 4.19790 11.89723 12.89492
H: 5.93964 11.70165 12.78917
H: 5.19770 12.20615 11.42028
H: 7.60756 16.10865 13.51640
H: 4.91339 16.85912 13.82123
H: 3.74193 14.62969 13.41563

DFT total energy	-5230.23736	Eh
net charge	+2
multiplicity	5

8 unconnected molecules or ions with the total composition C22H62N5O13 at a distorted geometry. Source: OMol25; level of theory: the ωB97M-V functional and the def2-TZVPD basis.

CARTESIAN COORDINATES (ANGSTROEM)
N: 0.00726 -0.58984 0.15810
O: -0.05932 -1.84426 0.08315
O: 1.10610 -0.03272 -0.04161
O: -1.02416 0.06620 0.46982
C: 4.22416 3.35651 0.12919
C: 4.22234 1.89426 0.54249
O: 4.30501 0.98573 -0.56896
O: 3.17090 3.75825 -0.68853
H: 5.19202 3.56237 -0.37030
H: 4.31307 3.96225 1.03889
H: 3.30540 1.67853 1.10748
H: 5.07989 1.68621 1.19191
H: 3.41857 0.61982 -0.67590
H: 3.35915 3.55721 -1.62758
C: -1.46604 -0.80427 4.36167
C: -1.38946 0.71322 4.40202
O: -0.28802 1.22567 3.62763
O: -2.21751 -1.29167 3.27929
H: -1.99102 -1.18238 5.24708
H: -0.45795 -1.23084 4.39833
H: -1.16607 1.02022 5.42910
H: -2.35973 1.08450 4.06059
H: -0.53010 1.22564 2.68651
H: -1.70149 -1.28090 2.46109
C: -1.27020 -5.30411 0.17809
C: -0.20894 -5.39329 1.24699
O: -0.03730 -4.13509 1.89474
O: -0.83325 -4.52187 -0.90618
H: -2.19318 -4.88843 0.60488
H: -1.55517 -6.30250 -0.17264
H: 0.74158 -5.72778 0.81975
H: -0.52082 -6.10484 2.01733
H: 0.46886 -3.56562 1.29850
H: -0.84384 -3.58354 -0.68492
C: 4.80963 -3.22201 2.16217
C: 3.64812 -2.76832 1.31735
C: 3.22231 -3.77553 0.26577
O: 4.21107 -3.84937 -0.74577
C: 3.74238 -4.48110 -1.90797
N: 2.54669 -2.32924 2.15811
H: 5.25616 -2.36906 2.67534
H: 5.60118 -3.68402 1.56727
H: 4.49903 -3.94337 2.92487
H: 3.93565 -1.86430 0.76957
H: 2.25531 -3.46298 -0.15763
H: 3.08531 -4.77722 0.71710
H: 2.75267 -4.09271 -2.16900
H: 3.71272 -5.57299 -1.79046
H: 4.43971 -4.26183 -2.71648
H: 2.01724 -3.12826 2.50385
H: 1.88072 -1.77647 1.62494
C: -3.95262 3.61346 2.08824
C: -3.37862 3.84923 0.69193
C: -2.15844 4.75638 0.80903
O: -1.09501 4.02176 1.34462
C: -0.03968 4.81191 1.82050
N: -2.94213 2.58108 0.08297
H: -3.21797 3.17497 2.75606
H: -4.81781 2.94152 1.99787
H: -4.42219 4.49117 2.56120
H: -4.09889 4.32528 0.02131
H: -2.43392 5.59815 1.47136
H: -1.94772 5.22709 -0.16682
H: 0.70833 4.12844 2.20670
H: -0.38292 5.54601 2.55913
H: 0.42315 5.36253 0.98811
H: -2.00214 2.37593 0.42291
H: -3.41704 1.74515 0.42713
C: 0.80041 0.62344 -4.06751
C: 1.66637 1.52238 -3.19045
C: 2.30767 2.57600 -4.03993
O: 3.41518 3.25058 -3.43099
C: 4.11233 4.02519 -4.36274
N: 0.77473 2.06051 -2.12365
H: -0.03412 1.13498 -4.55249
H: 0.39918 -0.21749 -3.49605
H: 1.39083 0.14016 -4.85980
H: 2.40393 0.83379 -2.75424
H: 1.54874 3.27429 -4.41773
H: 2.74246 2.07249 -4.91926
H: 4.16306 3.55101 -5.35088
H: 5.13003 4.23817 -4.02967
H: 3.65187 5.02016 -4.49876
H: 1.33961 2.61468 -1.48147
H: 0.55139 1.20910 -1.60128
C: -6.57330 -0.82126 -0.47091
C: -5.09748 -1.14197 -0.22943
C: -4.20073 -0.45052 -1.24554
O: -4.16422 -1.02915 -2.55976
C: -3.34020 -2.16431 -2.62472
N: -4.66659 -0.55441 1.10117
H: -6.62936 0.21866 -0.80761
H: -7.16573 -0.96740 0.42564
H: -6.89834 -1.37934 -1.35390
H: -4.88721 -2.22045 -0.24038
H: -3.14919 -0.40374 -0.91812
H: -4.53451 0.58465 -1.34419
H: -3.49996 -2.66141 -3.57534
H: -3.57722 -2.86421 -1.80987
H: -2.28269 -1.89502 -2.49211
H: -3.72352 -0.91875 1.24640
H: -5.21449 -1.06474 1.79631

DFT total energy	-2127.18778	Eh
net charge	-1

A molecular structure, C20H40AsCoINO3S2Si. Source: OMol25; level of theory: the ωB97M-V functional and the def2-TZVPD basis.

CARTESIAN COORDINATES (ANGSTROEM)
Co: 0.76927 -0.91790 0.84608
C: -2.94445 -2.34231 -0.17653
C: -2.33964 -1.30511 0.74510
C: -3.27701 -0.14166 1.00235
C: -1.85463 -1.92982 2.03390
O: -1.09263 -0.75579 0.09500
Si: -0.91802 0.10632 -1.34347
S: 1.28902 0.07680 -1.23361
O: -1.38565 -0.80681 -2.54722
C: -1.90548 -0.58290 -3.92120
C: -0.90989 0.29618 -4.65408
C: -2.00276 -1.95304 -4.54834
C: -3.26814 0.07097 -3.79760
O: -1.48352 1.56933 -1.31780
C: -1.24943 2.98780 -1.03088
C: -0.57310 3.58784 -2.24539
C: -0.37466 3.07052 0.20273
C: -2.60803 3.60450 -0.78854
H: -3.77581 -2.82780 0.33850
H: -2.20953 -3.10543 -0.44724
H: -3.32751 -1.89018 -1.09448
H: -4.15626 -0.49521 1.54427
H: -3.61951 0.30770 0.06434
H: -2.78823 0.63127 1.60362
H: -2.69194 -2.34005 2.59898
H: -1.37004 -1.18166 2.67283
H: -1.16922 -2.75963 1.82615
H: 0.07900 -0.17320 -4.67507
H: -0.83006 1.28035 -4.17922
H: -1.23462 0.44704 -5.68508
H: -1.01959 -2.42800 -4.59327
H: -2.39231 -1.86594 -5.56571
H: -2.67766 -2.59115 -3.97374
H: -3.19812 1.03414 -3.28522
H: -3.96136 -0.57478 -3.25116
H: -3.68139 0.24241 -4.79307
H: 0.37322 3.07862 -2.45736
H: -0.36176 4.64506 -2.06890
H: -1.21838 3.51164 -3.12403
H: 0.60773 2.62069 0.01330
H: -0.83670 2.55545 1.05054
H: -0.22187 4.11669 0.47737
H: -3.25426 3.45317 -1.65588
H: -2.50363 4.67958 -0.61953
H: -3.08407 3.15959 0.08941
C: 3.91775 1.49573 0.84928
As: 3.08078 1.31085 2.55451
C: 3.11521 3.01731 3.39597
C: 4.11386 0.08955 3.58089
S: 1.02994 0.68818 2.49526
H: 4.94969 1.79274 1.02442
H: 3.40079 2.26871 0.28644
H: 3.89199 0.55514 0.30658
H: 4.14765 3.30012 3.59140
H: 2.55573 2.96048 4.32316
H: 2.65051 3.73346 2.72447
H: 5.13703 0.45540 3.64626
H: 4.09296 -0.88147 3.09187
H: 3.67182 0.01972 4.57010
I: 2.12625 -4.19112 5.43165
C: 2.47983 -3.73846 3.45007
C: 3.57164 -4.25729 2.76501
C: 3.76985 -3.89848 1.43940
C: 2.88100 -3.03549 0.84093
N: 1.82587 -2.53078 1.49728
C: 1.62629 -2.88247 2.78445
H: 4.25808 -4.93704 3.25807
H: 4.60291 -4.29037 0.87116
H: 2.98971 -2.74749 -0.19718
H: 0.76542 -2.46221 3.28771

DFT total energy	-6068.30989	Eh
net charge	+2
multiplicity	5

7 unconnected molecules or ions with the total composition C28H50O18 at a distorted geometry. Source: OMol25; level of theory: the ωB97M-V functional and the def2-TZVPD basis.

CARTESIAN COORDINATES (ANGSTROEM)
C: 3.58362 -3.15587 6.03291
C: 2.94481 -3.73324 4.78077
O: 1.98290 -2.86280 4.12237
C: 0.75311 -2.85423 4.67093
O: 0.48546 -3.37601 5.70858
O: -0.05081 -2.07774 3.92255
C: -1.38566 -2.05206 4.33317
H: 2.87220 -3.07968 6.84515
H: 3.93595 -2.12860 5.85267
H: 4.41778 -3.78489 6.36523
H: 2.38211 -4.61569 5.05674
H: 3.64129 -3.89232 3.94741
H: -1.86595 -3.00015 4.32000
H: -1.87660 -1.40493 3.60651
H: -1.47910 -1.59845 5.30845
C: 2.36592 -2.03295 -4.83795
C: 1.10259 -2.56020 -4.21608
O: 0.72969 -1.55191 -3.21909
C: -0.04076 -0.52629 -3.65273
O: -0.49417 -0.39479 -4.77357
O: -0.20184 0.31763 -2.66805
C: -1.20111 1.24321 -2.93932
H: 3.20024 -1.72517 -4.15289
H: 2.07272 -1.21794 -5.52016
H: 2.76814 -2.87012 -5.47018
H: 1.32415 -3.46495 -3.64887
H: 0.32346 -2.73366 -4.94326
H: -1.11617 2.17659 -2.32315
H: -2.15143 0.75953 -2.76486
H: -1.05520 1.53924 -3.99556
C: -9.49809 2.93604 -5.08368
C: -8.89295 2.06863 -4.01123
O: -7.51238 2.55889 -3.72472
C: -6.74249 1.84764 -2.95912
O: -6.90104 0.68980 -2.72940
O: -5.75351 2.58709 -2.44027
C: -4.78055 1.81507 -1.56964
H: -8.89520 3.05782 -5.96541
H: -9.66794 3.89179 -4.60092
H: -10.48301 2.41580 -5.25860
H: -8.77556 1.06421 -4.39287
H: -9.47554 2.11984 -3.08841
H: -4.15080 2.59340 -1.23653
H: -4.27363 1.02323 -2.15703
H: -5.35820 1.41669 -0.69622
C: 3.86985 2.85414 -0.22525
C: 4.85621 2.83808 0.89649
O: 4.17870 2.86139 2.20778
C: 3.47158 1.79590 2.41824
O: 3.57816 0.75107 1.75589
O: 2.71866 1.98414 3.46418
C: 1.96395 0.89237 3.94283
H: 3.04651 3.50181 0.01973
H: 3.49013 1.86799 -0.49361
H: 4.32299 3.29833 -1.09563
H: 5.47243 3.73511 0.86627
H: 5.56707 2.04899 0.81184
H: 1.51759 1.22290 4.88443
H: 2.54720 -0.01164 4.03729
H: 1.14207 0.73132 3.23560
O: 3.48150 -3.59233 -2.45810
C: 3.37256 -3.47088 -1.26571
C: 2.53128 -4.38106 -0.32922
C: 3.18827 -4.08066 1.05374
C: 3.83948 -2.73855 0.81046
O: 3.92345 -2.49228 -0.60044
H: 1.52105 -4.02942 -0.38891
H: 2.55351 -5.43796 -0.59149
H: 2.38533 -3.98494 1.80977
H: 3.86069 -4.92056 1.23719
H: 3.23855 -1.94352 1.26532
H: 4.86199 -2.63776 1.15371
O: -2.62462 -0.57106 -0.91981
C: -1.53689 -0.78259 -0.40776
C: -0.77902 -2.05004 -0.28317
C: 0.62807 -1.74159 0.14527
C: 0.51243 -0.24784 0.52724
O: -0.71173 0.23668 -0.04347
H: -1.24857 -2.69167 0.45148
H: -0.81218 -2.59307 -1.21549
H: 0.98189 -2.27146 1.00991
H: 1.39666 -1.79963 -0.60896
H: 0.43904 -0.04777 1.58744
H: 1.26649 0.38892 0.10252
O: -2.65075 5.33889 1.36265
C: -1.58205 4.96444 1.00103
C: -1.24692 3.60020 0.44993
C: 0.28462 3.68085 0.17751
C: 0.61866 5.20669 0.31175
O: -0.52484 5.75644 0.99924
H: -1.51294 2.77276 1.12236
H: -1.79040 3.40964 -0.45703
H: 0.78529 3.17061 1.01536
H: 0.55240 3.16217 -0.71709
H: 1.53488 5.37482 0.82636
H: 0.71324 5.64412 -0.69336

DFT total energy	-2451.25514	Eh
structure (SMILES)	CCOC(=O)OC.CCOC(=O)OC.CCOC(=O)OC.CCOC(=O)OC.O=C1CCCO1.O=C1CCCO1.O=C1CCCO1

A single C3H7NS2 molecule at a distorted geometry. Source: OMol25; level of theory: the ωB97M-V functional and the def2-TZVPD basis.

CARTESIAN COORDINATES (ANGSTROEM)
C: -0.95418 -1.94461 -0.77833
C: -0.12425 -1.34790 0.35248
N: -0.24112 0.09576 0.29420
S: -1.66307 0.84016 0.88585
C: 0.70377 0.89313 -0.16749
S: 2.20699 0.43377 -0.65938
H: -0.46789 -1.81302 -1.76462
H: -1.92864 -1.52007 -0.75276
H: -1.00686 -3.02427 -0.69163
H: 0.92518 -1.60165 0.23963
H: -0.41556 -1.68422 1.32331
H: -2.26603 1.05819 -0.30462
H: 0.39279 1.92810 -0.17217

DFT total energy	-969.60620	Eh
structure (SMILES)	CCN(S)C=S

A single C22H26N2O4 molecule. Source: OMol25; level of theory: the ωB97M-V functional and the def2-TZVPD basis.

CARTESIAN COORDINATES (ANGSTROEM)
C: 1.73272 1.02466 5.16255
C: 0.30138 0.70546 4.72911
N: -0.00718 1.27619 3.44541
C: 0.11682 0.66103 2.22302
C: 0.57444 -0.75963 2.10569
N: 0.75558 -1.15460 0.73116
C: -0.05883 -2.06733 0.13983
O: -0.89582 -2.69067 0.76669
C: 0.15602 -2.26032 -1.31895
C: -0.92078 -2.73038 -2.05518
C: -0.82990 -2.93736 -3.42571
O: -1.89051 -3.36717 -4.18183
C: -3.09739 -3.67796 -3.52767
C: 0.39001 -2.69241 -4.07459
O: 0.66774 -2.82969 -5.39856
C: -0.19766 -3.53568 -6.25789
C: 1.48855 -2.23451 -3.31365
O: 2.63118 -2.04608 -4.03287
C: 3.78000 -1.59639 -3.36138
C: 1.36975 -2.01183 -1.95305
C: -0.23183 1.53081 1.22877
C: -0.58490 2.75987 1.84834
C: -1.01434 3.99527 1.36497
C: -1.27684 5.01398 2.25649
C: -1.74164 6.35958 1.78125
C: -1.10989 4.79873 3.63287
C: -0.68750 3.59039 4.14087
C: -0.42506 2.56556 3.24008
H: 1.87832 2.10127 5.20690
H: 2.44862 0.61188 4.45565
H: 1.92968 0.60263 6.14437
H: 0.15374 -0.37603 4.68313
H: -0.40216 1.11262 5.46118
H: 1.51706 -0.90298 2.65190
H: -0.17590 -1.44471 2.51946
H: 1.31862 -0.54978 0.15642
H: -1.83558 -2.92152 -1.51968
H: -3.53300 -2.79779 -3.04506
H: -2.96225 -4.47072 -2.78595
H: -3.76765 -4.02692 -4.31218
H: -1.13957 -3.00589 -6.41324
H: 0.34110 -3.60542 -7.20297
H: -0.40708 -4.54049 -5.88422
H: 4.55426 -1.52595 -4.12370
H: 3.62728 -0.60861 -2.91266
H: 4.10075 -2.30205 -2.58725
H: 2.22612 -1.69378 -1.38135
H: -0.25652 1.32537 0.17652
H: -1.13955 4.14584 0.30228
H: -1.82431 6.38139 0.69754
H: -2.71527 6.59856 2.20819
H: -1.04301 7.13608 2.09185
H: -1.32095 5.61297 4.31147
H: -0.56684 3.45450 5.20563

DFT total energy	-1264.38836	Eh
structure (SMILES)	CCn1c(CNC(=O)c2cc(OC)c(OC)c(OC)c2)cc2cc(C)ccc21

A single C2H5N3S molecule at a distorted geometry. Source: OMol25; level of theory: the ωB97M-V functional and the def2-TZVPD basis.

CARTESIAN COORDINATES (ANGSTROEM)
C: 0.97925 -1.69296 0.03156
C: -0.66332 0.11864 -0.94818
N: 0.11025 -1.74627 0.92299
N: -0.93581 0.09030 0.45111
N: -0.10392 0.96961 1.04197
S: 0.92563 -0.58055 -1.40469
H: 1.89947 -2.20912 0.23360
H: -1.27737 -0.62174 -1.49445
H: -0.75957 1.22020 -1.28244
H: -0.36446 1.21968 1.98037
H: 0.83875 0.81134 0.95031

DFT total energy	-641.51308	Eh